1.
# CH2N2O2

A cluster of 2 separate species, CH2N2O2 in total in a non-equilibrium geometry (ωB97M-V/def2-TZVPD, the Open Molecules 2025 dataset).

Results
**HOMO-LUMO gap (alpha / beta)**: 9.247 / 9.241 eV
**E**: -299.1413 hartree
**LUMO energy (alpha / beta)**: -0.01951 / -0.02360 hartree
**Energy above the lowest of the compared OMol25 structures with the same formula, charge and spin**: 513.46 kJ/mol

```
! RIJCOSX wB97M-V def2-TZVPD def2/J DEFGRID3
* xyz 0 1
H -0.64682 0.23348 0.09558
O 0.75703 0.45565 2.96253
N -0.00958 0.64373 0.81316
C 0.39090 0.30588 1.89845
H 0.07713 1.44482 -1.69499
N -1.17856 0.11063 -1.71861
O -0.66480 1.14884 -2.21161
*
```

---

2.
# C36H90O18

A cluster of 9 separate species, C36H90O18 in total in a non-equilibrium geometry (ωB97M-V/def2-TZVPD, the Open Molecules 2025 dataset).

Results
**SMILES**: COCCOC.COCCOC.COCCOC.COCCOC.COCCOC.COCCOC.COCCOC.COCCOC.COCCOC
**HOMO-LUMO gap**: 9.672 eV
**E**: -2779.4051 hartree
**LUMO energy**: 0.01035 hartree
**Energy above the lowest of the compared OMol25 structures with the same formula, charge and spin**: 406.97 kJ/mol

```
! RIJCOSX wB97M-V def2-TZVPD def2/J DEFGRID3
* xyz 0 1
H -8.99755 -5.31025 3.42364
C -1.40799 -0.38584 0.31203
H -6.25471 -7.52407 2.11373
H 6.04440 1.67364 7.49187
C 7.83486 7.00729 -4.49618
C -5.67303 2.40134 -9.01663
H 2.10425 -3.22342 -8.69440
H -0.35103 -0.67879 -1.64334
C 0.66977 -4.00689 -7.23652
O 5.19873 3.60812 3.93023
H -4.64080 -7.40362 2.76900
H -6.22211 -4.70623 0.70902
H 0.21615 -1.82357 2.86165
H -1.12968 0.06704 -3.70899
H -0.90879 1.74069 -3.05904
C 4.91980 6.69817 -5.43985
O -7.51368 -3.81035 3.74530
H -0.49487 -3.10389 12.88079
H 3.77724 8.34659 -3.78469
C 0.36601 -3.25500 10.86089
H 6.64810 6.07248 -6.56406
H -2.86706 5.07914 -8.21708
H 2.85688 -5.40867 10.29446
C -4.29679 0.54710 -9.63210
O 4.00251 -4.04087 -1.83084
H 5.32741 0.34159 4.57874
C -6.48403 4.18371 5.33124
H 8.79303 6.76236 -4.03789
H -4.24290 -0.35639 -10.23948
C 1.92286 -2.13193 13.30232
H -2.00296 -1.27284 0.09443
H -9.47067 -3.55097 3.29380
H -0.91431 -3.99338 -4.97414
H 5.90127 4.73817 -5.86679
C 5.32622 -3.48681 -1.65845
O -0.35829 -0.79305 1.11433
H -5.06170 4.41114 -8.74975
H -3.40724 1.05027 -10.01107
H 0.40457 -4.01979 -11.78627
O -3.33747 3.24860 -9.16787
H 0.53146 -2.47233 10.12053
H -4.03515 3.99785 7.07022
C -2.50780 3.84730 4.90202
H 4.21693 6.59492 -6.26654
H -7.70862 -3.11311 1.72950
H 3.18283 7.05862 -2.66816
H 4.01434 -0.05679 -3.30200
H 3.93646 -5.63995 -0.53821
H -4.86204 3.91170 -10.34890
H 3.84496 2.05322 3.44630
O 7.16400 5.80566 -4.63177
H 4.64193 3.94502 1.91045
H 2.46303 -4.70770 -0.55123
H -5.79226 5.02465 5.37995
H -1.28642 -1.06971 3.00627
H 7.30710 7.82846 -4.01116
H 5.48709 -0.34610 -2.40332
C -8.85835 -4.29695 3.80043
H 2.54914 -1.35478 13.74041
C 4.89919 2.21615 3.67021
C 3.43303 7.31607 -3.69734
H 5.24551 7.73471 -5.52704
O 1.48892 -4.11037 11.11921
C 2.00551 -4.78974 10.01128
H 1.27058 -4.91336 -7.16277
O 4.75813 -1.95477 -3.47060
H 5.73032 5.13254 2.59765
H 1.88612 -3.53001 -11.12184
H -0.43573 -3.85071 10.42448
O 4.59173 1.60034 6.01672
H -2.33230 4.98341 -9.93164
O -5.45566 1.26716 -9.93463
H 5.49065 1.82386 2.84293
H 3.73531 -4.04875 0.27515
H -1.08514 -2.59807 2.01127
O -6.50710 3.50361 6.56714
H 2.63678 -2.72470 12.73044
H -0.61026 -5.67546 -5.61478
H -2.28412 3.80572 3.83603
H 4.47810 1.20299 8.00981
H -2.44967 1.23269 -3.60248
C 1.02167 -3.25568 -8.57158
H 5.41515 -2.64101 -0.97667
H -7.39775 -5.58931 1.61236
H -5.70466 1.83753 5.90250
H 2.50986 -4.17459 9.26609
H 2.43965 7.21235 -4.13386
H -2.05655 0.36595 0.76178
H -4.17283 0.22306 -8.59878
C 3.54710 -4.62601 -0.63008
H 8.23034 7.36482 -5.44689
H -1.50664 4.15177 -8.71933
H -5.49006 2.02862 -8.00881
C -0.68534 -1.62121 2.28331
C -4.69956 3.56204 -9.32937
H -1.70106 3.30881 5.39932
C 6.14166 5.77791 -5.64490
C -7.01051 -3.56709 2.43281
C -5.34704 -6.92089 2.09352
H -5.60609 2.08294 7.69655
O -0.70145 -4.15340 -7.08986
C 0.81317 -3.46683 -10.94047
H -6.71800 2.70443 -9.08191
C -0.12539 -2.46652 12.07746
H 1.01418 -3.40125 -6.39826
O -1.96827 0.60680 -1.81529
C 5.40359 1.38815 4.87367
H -2.14082 -4.83085 -5.79761
H 4.01763 5.15732 3.00906
H -9.18845 -4.37937 4.83597
C -2.51985 4.42337 -9.01552
O 4.39857 6.41313 -4.15655
C -4.09341 3.06565 6.50834
O -3.80893 3.20562 5.13043
H -3.46050 2.34083 7.02035
C -6.57927 -4.87823 1.72438
H -0.97574 -1.87846 11.73223
O -5.56330 -5.56489 2.45186
H -6.20590 3.52175 4.51115
H -2.43339 4.81305 5.40193
H -0.23333 0.85157 -0.84627
H 6.01354 -4.26625 -1.32957
H -6.12836 -2.93534 2.53679
H -4.98948 -6.89989 1.06405
H 5.64545 -3.82378 -3.71565
C 4.54010 -0.79740 -2.69935
H 3.96783 -1.13387 -1.83483
H 6.46912 1.54161 5.04452
O 0.81447 -1.54489 12.61723
H 0.48772 -2.42885 -11.00955
C -0.93461 0.05124 -1.08246
H 1.22533 -5.42242 9.58801
C 4.86844 4.50304 2.81897
H 6.66366 -2.48446 -3.19655
C -1.55552 0.86423 -3.09967
H 0.63983 -2.23479 -8.58063
H -7.50639 4.47156 5.08626
H 5.49087 0.03289 7.04000
C 5.18812 1.06864 7.19377
C 5.69170 -2.95734 -3.05591
C -5.52411 2.54431 6.71242
H 1.54560 -2.78176 14.09193
O 0.53276 -3.98464 -9.64660
C -1.05893 -4.69820 -5.79294
*
```

---

3.
# C19H19BrClMgNSi

A structure of composition C19H19BrClMgNSi in a non-equilibrium geometry (ωB97M-V/def2-TZVPD, the Open Molecules 2025 dataset).

Results
**HOMO-LUMO gap**: 7.560 eV
**E**: -4313.9578 hartree
**LUMO energy**: -0.00785 hartree
**Energy above the lowest of the compared OMol25 structures with the same formula, charge and spin**: 48.09 kJ/mol

```
! RIJCOSX wB97M-V def2-TZVPD def2/J DEFGRID3
* xyz 0 1
H -1.69426 -2.01557 2.58652
H -1.58444 2.77540 6.47497
C 0.84085 -2.72023 1.48585
C -2.70489 -2.05809 2.19422
C -2.49129 3.00686 4.54875
C -1.10648 0.72828 3.83418
H -0.06885 -5.93528 1.72147
C -3.21686 -0.97142 1.49098
C 0.81435 -4.00606 1.99151
C -4.77136 -3.25190 1.98333
H 1.18246 -0.08976 -2.48473
H -6.33236 -2.21186 0.95100
H -3.23549 2.99124 2.55089
H -1.26513 -2.80485 -0.95597
C -5.30704 -2.17809 1.29248
H -0.56838 -0.17929 3.57423
H -2.69027 -5.03136 -0.50488
H -3.12093 1.48477 0.47143
H -3.03950 3.89649 4.82382
H 1.40119 -4.27735 2.85424
H -1.35288 -5.60293 -1.48541
C -1.68959 -5.45481 -0.46138
Cl 1.61540 1.47031 -0.79619
N 0.10928 -2.31542 0.46383
H -3.03925 -4.02595 2.97337
Mg -0.01920 -0.22562 0.19903
C -2.60195 2.49229 3.27026
C -3.46370 -3.18881 2.43485
C -0.97893 1.23896 5.11366
C -0.68332 -3.19515 -0.12920
H -0.32939 0.76065 5.83482
C -1.67690 2.37947 5.47449
Si -2.15201 0.57593 1.15461
C -0.77587 -4.52202 0.26028
C -1.92784 1.33688 2.88985
H -5.36856 -4.13090 2.17412
Br 1.97109 -1.38350 2.23008
C 1.39745 -0.22135 -1.42168
H 2.39375 -0.67317 -1.36103
H -1.73708 -6.42496 0.02256
C -4.53021 -1.06187 1.04252
C -0.00746 -4.92322 1.35466
H -4.95743 -0.23358 0.49366
*
```